Entry 1:
Here is a 9-piece molecular cluster, C43H45N9 overall in a non-equilibrium geometry from the Open Molecules 2025 dataset. Energies are from ωB97M-V/def2-TZVPD.

Frontier orbital gap   8.551 eV
E_HOMO   -8.261 eV
SMILES   c1cc[nH]c1.c1cc[nH]c1.c1ccncc1.c1ccncc1.c1ccncc1.c1ccncc1.c1ccncc1.c1ccncc1.c1ccncc1

Structure (XYZ):
```
97
C43H45N9 | the Open Molecules 2025 dataset | ωB97M-V/def2-TZVPD
C 0.7764 -7.2457 6.4012
C 1.6846 -6.2826 5.9622
C 2.9147 -6.8850 5.5393
N 2.7559 -8.1809 6.0169
C 1.5040 -8.3574 6.4589
H -0.1845 -6.9417 6.7894
H 1.5072 -5.2225 5.8571
H 3.7606 -6.3909 5.0846
H 3.4450 -8.9187 6.0448
H 1.2365 -9.2365 7.0263
C 0.2331 1.0301 0.5377
C 0.1627 0.9002 -0.7919
C -0.1562 -0.4303 -1.0016
N -0.1615 -1.0721 0.2406
C -0.0805 -0.0720 1.2119
H 0.6071 1.9624 0.9342
H 0.4497 1.7253 -1.4269
H -0.2526 -0.8809 -1.9784
H -0.1196 -2.0811 0.2615
H -0.0484 -0.3869 2.2445
C -5.4939 -2.1994 2.9742
C -4.3323 -3.0784 3.1082
C -4.2447 -4.2232 2.3333
N -5.2727 -4.5431 1.5027
C -6.3481 -3.7398 1.3470
C -6.4618 -2.4981 1.9790
H -5.6995 -1.3050 3.5435
H -3.5560 -2.8240 3.8146
H -3.4655 -4.9700 2.3721
H -6.9796 -4.0512 0.5282
H -7.2468 -1.7717 1.8292
C -3.8822 3.0153 -10.1265
C -5.2577 2.9098 -9.7638
C -5.4699 2.7734 -8.3928
N -4.5345 2.8937 -7.4614
C -3.2153 3.0006 -7.8354
C -2.8863 2.9939 -9.1788
H -3.6845 3.0435 -11.1879
H -6.0261 2.5754 -10.4450
H -6.4547 2.5002 -8.0438
H -2.4849 3.0962 -7.0457
H -1.9036 2.9937 -9.6267
C -8.2193 1.9264 -2.1261
C -6.9359 1.8930 -1.5947
C -6.5003 2.9475 -0.8388
N -7.2715 3.9810 -0.5154
C -8.5478 3.9667 -0.8421
C -9.0904 2.9395 -1.6509
H -8.4758 1.1680 -2.8511
H -6.2565 1.0996 -1.8692
H -5.4781 2.9376 -0.4904
H -9.1876 4.7491 -0.4614
H -10.1520 2.9316 -1.8493
C 2.2641 -9.9233 -1.9541
C 1.8358 -9.7648 -0.6341
C 1.5466 -8.5089 -0.1272
N 1.6538 -7.3258 -0.8491
C 1.8957 -7.5558 -2.1744
C 2.1269 -8.8335 -2.7473
H 2.4035 -10.9208 -2.3440
H 1.6280 -10.6307 -0.0231
H 1.2732 -8.4660 0.9167
H 1.8772 -6.7411 -2.8832
H 2.2273 -8.7959 -3.8220
C -0.6656 9.2866 0.1925
C -0.8730 8.1305 0.9385
C -0.4604 8.0573 2.2637
N 0.2764 9.1121 2.9115
C 0.3888 10.2449 2.1331
C -0.0458 10.3228 0.7963
H -0.9863 9.2329 -0.8374
H -1.3853 7.2671 0.5405
H -0.7902 7.1730 2.7887
H 1.0102 10.9881 2.6105
H 0.1084 11.2473 0.2596
C 6.1771 5.5461 2.1737
C 7.2158 5.0326 2.9482
C 8.1810 5.8940 3.5086
N 8.1264 7.2178 3.2904
C 7.2090 7.7304 2.4972
C 6.1880 6.9313 1.9672
H 5.3677 4.9218 1.8252
H 7.3090 3.9942 3.2301
H 8.8270 5.3729 4.1995
H 7.2442 8.7625 2.1811
H 5.3666 7.3608 1.4129
C 5.8562 -2.6730 0.1700
C 6.1743 -1.3556 0.0339
C 7.5091 -1.0412 -0.2334
N 8.4704 -1.9578 -0.1506
C 8.1266 -3.2777 0.0814
C 6.8047 -3.7176 0.0916
H 4.8543 -2.9655 0.4475
H 5.3153 -0.7012 0.0207
H 7.8718 -0.0604 -0.5035
H 8.9194 -4.0080 0.1488
H 6.5584 -4.7671 0.1571
```

Mulliken population analysis, charges in e, atoms 1 to 5:
1 C -0.521
2 C -0.142
3 C -0.567
4 N -0.022
5 C -0.401

***

Entry 2:
Here is C43H46BBrCl2N7O2S2Zr as an isolated structure from the Open Molecules 2025 dataset. Energies are from ωB97M-V/def2-TZVPD.

Frontier orbital gap   7.307 eV
E_HOMO   -10.135 eV
Charge   +1

Structure (XYZ):
```
105
C43H46BBrCl2N7O2S2Zr | the Open Molecules 2025 dataset | ωB97M-V/def2-TZVPD
Zr -0.0566 0.7068 0.2723
C -5.0939 0.9059 1.5937
C -4.0602 1.6712 0.7589
C -4.7135 2.8260 -0.0006
C -2.9609 2.1756 1.6491
C -3.1468 3.1464 2.6352
C -1.9406 3.2390 3.2900
N -1.0912 2.3794 2.7241
N -1.6920 1.7207 1.7017
B 0.2870 1.9370 3.2577
N 1.4368 2.3489 2.3085
C 2.2663 3.3736 2.5351
C 3.3030 3.3053 1.6358
C 3.0461 2.1736 0.8558
N 1.8925 1.6079 1.2498
C 4.0347 1.6193 -0.1384
C 3.9482 0.1072 -0.3245
C 4.0561 2.3962 -1.4582
N 0.3038 0.4187 3.4069
C 0.3234 -0.2624 4.5571
C 0.5067 -1.5923 4.2683
C 0.6199 -1.6583 2.8740
N 0.4538 -0.4316 2.3505
C 1.0492 -2.9035 2.1419
C 1.4502 -2.6783 0.6967
C 0.0245 -4.0312 2.2723
H -5.9039 0.5482 0.9548
H -5.5350 1.5472 2.3582
H -4.6485 0.0448 2.1005
H -3.6470 0.9967 0.0143
H -5.1984 3.5208 0.6873
H -5.4720 2.4408 -0.6842
H -3.9730 3.3708 -0.5854
H -4.0498 3.6913 2.8481
H -1.6318 3.8356 4.1320
H 0.4589 2.4641 4.3180
H 2.0802 4.0528 3.3502
H 4.1673 3.9447 1.5788
H 5.0008 1.8073 0.3404
H 3.0490 -0.1996 -0.8534
H 3.9719 -0.4011 0.6412
H 4.8032 -0.2387 -0.9062
H 3.1203 2.2858 -1.9988
H 4.8693 2.0296 -2.0861
H 4.2232 3.4590 -1.2770
H 0.2321 0.2549 5.4974
H 0.6130 -2.4056 4.9652
H 1.9456 -3.2298 2.6794
H 0.5891 -2.5135 0.0553
H 1.9718 -3.5563 0.3134
H 2.1276 -1.8269 0.6065
H -0.8971 -3.7884 1.7435
H -0.2296 -4.2218 3.3154
H 0.4262 -4.9520 1.8477
Cl 0.0063 3.6877 -0.0423
C -0.2833 3.8525 -1.7558
C 0.2909 4.9332 -2.3965
C 0.0538 5.1135 -3.7487
C -0.7459 4.2106 -4.4290
C -1.2872 3.1254 -3.7610
Cl -2.2324 2.0001 -4.6796
C -1.0768 2.8993 -2.3924
S -1.7855 1.5291 -1.5651
H 0.9073 5.6232 -1.8369
H 0.4913 5.9531 -4.2704
H -0.9438 4.3287 -5.4848
N -1.7042 -0.8078 0.3866
S -2.0884 -2.0713 -0.5283
C -3.1099 -3.0918 0.5340
C -3.2545 -2.7891 1.8767
C -4.0473 -3.6099 2.6697
C -4.6677 -4.7202 2.1194
C -4.4965 -5.0236 0.7732
C -3.7162 -4.2088 -0.0280
C -3.3214 -1.5962 -1.7278
C -4.6080 -1.2473 -1.3344
C -5.4986 -0.7947 -2.2893
C -5.1051 -0.7114 -3.6224
C -3.8250 -1.0771 -4.0036
C -2.9177 -1.5152 -3.0487
H -2.5198 -0.4335 0.8644
H -2.7365 -1.9409 2.3074
H -4.1721 -3.3800 3.7192
H -5.2844 -5.3563 2.7401
H -4.9763 -5.8945 0.3480
H -3.5926 -4.4293 -1.0813
H -4.9102 -1.3434 -0.2982
H -6.5039 -0.5159 -2.0022
H -5.8072 -0.3594 -4.3666
H -3.5231 -1.0096 -5.0401
H -1.9033 -1.7726 -3.3248
Br 1.9278 2.7850 -6.5773
C 1.4620 1.2337 -5.6057
C 1.2209 0.0501 -6.2889
C 0.8913 -1.0986 -5.5823
C 0.7904 -1.0587 -4.2030
C 1.0225 0.1375 -3.5332
C 1.3691 1.2930 -4.2284
C 0.8729 0.2045 -2.0753
O 0.3822 -0.7400 -1.3839
O 1.1934 1.2594 -1.4381
H 1.2964 0.0284 -7.3674
H 0.7177 -2.0221 -6.1179
H 0.5462 -1.9450 -3.6318
H 1.5427 2.2184 -3.6959
```

Mulliken population analysis, charges in e, atoms 1 to 5:
1 Zr -1.464
2 C -1.667
3 C 3.931
4 C -1.679
5 C -0.654

***

Entry 3:
Here is C43H46BN8P2SeSiSnTe as an isolated structure from the Open Molecules 2025 dataset. Energies are from ωB97M-V/def2-TZVPD.

Frontier orbital gap   6.690 eV
E_HOMO   -9.902 eV
Charge   +1

Structure (XYZ):
```
104
C43H46BN8P2SeSiSnTe | the Open Molecules 2025 dataset | ωB97M-V/def2-TZVPD
Sn -0.2675 0.3483 -0.0945
B -0.2276 -3.1473 1.2912
N 0.4849 -1.9145 1.9747
C 1.1980 -2.0929 3.0838
C 1.5377 -0.8634 3.6256
C 0.9923 0.0527 2.7503
N 0.3549 -0.5884 1.7523
N -0.9382 -2.7898 -0.0562
C -1.6691 -3.6823 -0.7212
C -2.1911 -3.0919 -1.8610
C -1.7157 -1.7957 -1.8145
N -0.9295 -1.6323 -0.7408
H -1.0844 -3.5289 2.0438
H 0.6185 -3.9774 1.0957
H 1.3885 -3.0925 3.4358
H 2.0962 -0.6714 4.5231
H 1.0276 1.1265 2.7711
H -1.7829 -4.6788 -0.3295
H -2.8406 -3.5342 -2.5940
H -1.9207 -0.9685 -2.4656
Te 2.5829 0.4554 -4.5096
C 2.9300 2.5162 -4.8198
C 4.1057 3.1225 -4.3931
C 4.2350 4.4985 -4.5277
N 3.2984 5.2801 -5.0558
C 2.1967 4.6859 -5.5016
C 1.9660 3.3195 -5.4121
C 1.6094 0.7238 -2.6509
P 0.0018 1.3066 -2.5558
C -0.1649 3.0804 -2.1866
C -1.4083 3.6130 -1.8409
C -1.5348 4.9649 -1.5679
C -0.4238 5.7970 -1.6447
C 0.8124 5.2738 -1.9938
C 0.9421 3.9176 -2.2589
C -0.9356 1.1178 -4.1052
C -0.9983 -0.1459 -4.7002
C -1.6841 -0.3376 -5.8856
C -2.3201 0.7356 -6.4948
C -2.2599 1.9939 -5.9183
C -1.5755 2.1875 -4.7273
P 2.0854 -0.2456 -1.2985
C 2.6679 -1.8577 -1.8915
C 3.9740 -2.3071 -1.7200
C 4.3742 -3.5060 -2.2903
C 3.4742 -4.2680 -3.0190
C 2.1613 -3.8407 -3.1703
C 1.7585 -2.6443 -2.6032
C 3.5360 0.3833 -0.4084
C 3.7313 0.0350 0.9255
C 4.8169 0.5317 1.6310
C 5.7234 1.3722 1.0007
C 5.5498 1.7012 -0.3379
C 4.4637 1.2058 -1.0421
H 4.9132 2.5445 -3.9640
H 5.1374 4.9967 -4.1906
H 1.4522 5.3336 -5.9512
H 1.0447 2.8998 -5.7924
H -2.2791 2.9710 -1.7796
H -2.5001 5.3719 -1.2976
H -0.5234 6.8536 -1.4361
H 1.6764 5.9211 -2.0667
H 1.9099 3.5017 -2.5193
H -0.4678 -0.9781 -4.2573
H -1.7163 -1.3186 -6.3395
H -2.8544 0.5916 -7.4240
H -2.7474 2.8328 -6.3959
H -1.5345 3.1765 -4.2950
H 4.6840 -1.7209 -1.1515
H 5.3936 -3.8447 -2.1656
H 3.7936 -5.2005 -3.4640
H 1.4536 -4.4419 -3.7252
H 0.7338 -2.3176 -2.7124
H 3.0375 -0.6352 1.4192
H 4.9511 0.2671 2.6713
H 6.5704 1.7635 1.5476
H 6.2664 2.3420 -0.8341
H 4.3170 1.4767 -2.0787
N -0.7764 5.4509 2.3719
C 0.1054 4.5861 1.8101
C -0.3009 3.3034 1.3797
N 0.5545 2.4770 0.8159
C 1.8179 2.8951 0.6386
C 2.1947 4.1485 1.0717
N 1.3588 4.9950 1.6571
H -1.6653 5.1311 2.7072
H -0.4027 6.3008 2.7594
H -1.3198 2.9653 1.4730
H 2.5181 2.2329 0.1619
H 3.2149 4.4849 0.9332
C -4.1367 3.2829 2.1152
Si -3.5447 1.5409 2.4506
C -4.9697 0.3854 2.7293
C -2.3129 1.4520 3.8491
Se -2.6994 0.7791 0.4503
H -4.8027 3.6355 2.9056
H -4.6840 3.3164 1.1736
H -3.3096 3.9839 2.0305
H -5.5899 0.7286 3.5601
H -4.6073 -0.6172 2.9567
H -5.5976 0.3215 1.8401
H -2.8152 1.7156 4.7833
H -1.4679 2.1316 3.7294
H -1.9189 0.4408 3.9562
```

Mulliken population analysis, charges in e, atoms 1 to 5:
1 Sn 2.349
2 B -0.172
3 N 0.067
4 C -0.304
5 C -1.415

***

Entry 4:
Here is C43H46N3O2PdSeSi as an isolated structure in a non-equilibrium geometry from the Open Molecules 2025 dataset. Energies are from ωB97M-V/def2-TZVPD.

Frontier orbital gap (spin up / spin down)   6.596 / 6.595 eV
E_HOMO (spin up / spin down)   -4.314 / -4.314 eV
Charge   -1

Structure (XYZ):
```
97
C43H46N3O2PdSeSi | the Open Molecules 2025 dataset | ωB97M-V/def2-TZVPD
Pd -0.7141 0.1706 -0.2889
C -2.7380 -0.5056 -0.7082
Si -2.4908 -2.2458 -0.0979
C -0.8622 -2.9702 -0.8339
N 0.2998 -2.1883 -0.4285
C 1.4267 -2.3716 -1.3385
C 2.1428 -3.7052 -1.1278
C 2.7092 -3.7873 0.3015
C 2.1729 -2.6429 1.1645
C 0.6698 -2.4665 0.9702
C -3.7902 -3.5333 -0.6581
C -3.6749 -4.1541 -1.8988
C -4.6006 -5.0815 -2.3387
C -5.6759 -5.4167 -1.5350
C -5.8257 -4.7968 -0.3052
C -4.8993 -3.8590 0.1143
C -2.4766 -2.2803 1.8060
C -2.7548 -3.4310 2.5338
C -2.7734 -3.4226 3.9164
C -2.4963 -2.2552 4.6057
C -2.1943 -1.1016 3.8988
C -2.1893 -1.1194 2.5154
H -3.5255 0.0582 -0.2021
H -2.8653 -0.4228 -1.7897
H -0.9433 -2.9016 -1.9217
H -0.7411 -4.0425 -0.6013
H 2.1343 -1.5568 -1.2002
H 1.0519 -2.2903 -2.3620
H 2.9398 -3.8034 -1.8653
H 1.4390 -4.5215 -1.3025
H 3.8006 -3.7393 0.2830
H 2.4279 -4.7420 0.7547
H 2.6823 -1.7133 0.9129
H 2.3707 -2.8463 2.2194
H 0.3233 -1.6366 1.6022
H 0.1640 -3.3834 1.3157
H -2.8359 -3.9070 -2.5332
H -4.4811 -5.5443 -3.3116
H -6.3995 -6.1473 -1.8727
H -6.6701 -5.0484 0.3252
H -5.0298 -3.3740 1.0716
H -2.9681 -4.3518 2.0089
H -3.0101 -4.3317 4.4556
H -2.5134 -2.2444 5.6871
H -1.9629 -0.1886 4.4278
H -1.9431 -0.2074 1.9739
O 0.4706 0.9393 1.6579
C 1.4890 1.0506 0.9683
N 2.5966 1.7561 1.3558
C 3.6630 1.5907 0.4073
C 2.9042 0.7272 -0.6831
O 3.4400 0.3518 -1.7051
N 1.6822 0.4659 -0.2292
C 4.1676 2.8836 -0.1735
C 5.3370 3.4604 0.3106
C 5.8448 4.6078 -0.2710
C 5.1838 5.1904 -1.3384
C 4.0000 4.6412 -1.8020
C 3.4865 3.4976 -1.2174
C 4.7600 0.6839 0.8835
C 5.8249 0.4174 0.0250
C 6.8089 -0.4781 0.3966
C 6.7443 -1.1150 1.6259
C 5.6803 -0.8647 2.4744
C 4.6895 0.0260 2.1038
H 2.6308 2.3596 2.1560
H 5.8585 3.0001 1.1392
H 6.7626 5.0428 0.1035
H 5.5901 6.0778 -1.8027
H 3.4768 5.0972 -2.6312
H 2.5625 3.0681 -1.5813
H 5.8562 0.9065 -0.9353
H 7.6281 -0.6892 -0.2771
H 7.5173 -1.8118 1.9178
H 5.6186 -1.3734 3.4275
H 3.8543 0.2105 2.7662
C -5.4744 5.9258 -0.9068
C -4.3778 4.9205 -1.1093
C -3.6630 4.4224 -0.0311
C -2.5882 3.5641 -0.2001
C -1.8592 3.0343 0.9905
C -2.2093 3.1918 -1.4969
Se -0.5959 2.1938 -1.7974
C -2.9750 3.6217 -2.5907
C -2.6340 3.1504 -3.9713
C -4.0421 4.4779 -2.3823
H -5.6409 6.1056 0.1542
H -6.4078 5.5821 -1.3514
H -5.2094 6.8755 -1.3738
H -3.9454 4.7286 0.9685
H -2.3620 3.2981 1.9197
H -0.8373 3.4158 1.0246
H -1.7910 1.9318 0.9093
H -2.5470 2.0643 -3.9749
H -1.6649 3.5473 -4.2739
H -3.3902 3.4594 -4.6914
H -4.6235 4.8193 -3.2306
```

Mulliken population analysis, charges in e, atoms 1 to 5:
1 Pd -0.201
2 C -1.080
3 Si -0.116
4 C -1.075
5 N 0.888

***

Across the entries above, molecular weight takes the values 687.896; 1009.868; 1101.014; 850.326 g/mol, respectively.
Across the entries above, energy above the lowest of the compared OMol25 structures with the same formula, charge and spin takes the values 137.1; 0.0; 35.8; 200.8 kJ/mol, respectively.